This record from OMol25 describes a single C6H14N2O molecule. The level of theory is ωB97M-V/def2-TZVPD.

Calculated values
- Kohn-Sham gap (eV) = 9.206
- ΔE to the lowest compared entry with this formula, charge and spin (kcal per mole) = 68.0
- SMILES = [H]/N=C(\N(C)C)C(C)(C)O
- lowest unoccupied orbital energy (Ha) = 0.02688
- total charge = 0

Cartesian coordinates (Å):
C -0.9252 -0.1861 0.6000
C 0.6581 0.9862 -1.6771
C 2.2836 -0.1302 -0.2193
C -2.0267 0.5877 -0.1031
C -0.3368 0.5294 1.8017
N 0.9129 -0.0756 -0.7190
C -0.0778 -1.0704 -0.2546
O -1.7912 -1.3556 1.3858
N 0.0026 -2.3359 -0.3291
H -1.6662 -2.1987 0.9065
H 0.8274 -2.5700 -0.8907
H 1.4560 1.0288 -2.4267
H -0.2729 0.8156 -2.2208
H 2.9998 -0.0890 -1.0466
H 2.4775 -1.0395 0.3538
H 2.4756 0.7149 0.4506
H 0.6103 1.9565 -1.1739
H -2.3886 0.0598 -0.9892
H -2.8785 0.6835 0.5754
H -1.7065 1.5947 -0.3827
H 0.0641 1.5078 1.5268
H 0.4323 -0.0751 2.2891
H -1.1300 0.6612 2.5431

Partial atomic charges computed with the Löwdin method, in multiples of e: number 1, C, carries -0.417; number 2, C, carries -0.086; number 3, C, carries -0.085; number 4, C, carries -0.039; number 5, C, carries -0.024; number 6, N, carries -0.211; number 7, C, carries -0.320; number 8, O, carries -0.134; number 9, N, carries 0.181; number 10, H, carries 0.038; number 11, H, carries 0.077; number 12, H, carries 0.082; number 13, H, carries 0.085; number 14, H, carries 0.077; number 15, H, carries 0.087; number 16, H, carries 0.079; number 17, H, carries 0.081; number 18, H, carries 0.092; number 19, H, carries 0.092; number 20, H, carries 0.077; number 21, H, carries 0.084; number 22, H, carries 0.093; number 23, H, carries 0.093

This record from OMol25 describes 2 unconnected molecules or ions with the total composition C6H14N2O2. The level of theory is ωB97M-V/def2-TZVPD.

Calculated values
- Kohn-Sham gap (spin up / spin down) (eV) = 2.758 / 7.968
- ⟨S²⟩ = 0.75
- ΔE to the lowest compared entry with this formula, charge and spin (kcal per mole) = 38.7
- 2S+1 = 2
- lowest unoccupied orbital energy (spin up / spin down) (Ha) = 0.13913 / 0.13674
- total charge = -1

Cartesian coordinates (Å):
C 1.7919 -0.7959 2.3526
C 1.9701 -0.6814 -1.4169
C 2.4462 -0.7642 0.0084
O 3.6182 -0.6965 0.3053
N 1.4063 -0.8292 0.9376
H 0.4230 -0.9132 0.7139
H 2.8022 -0.4197 2.4047
H 0.9256 -0.4709 -1.6110
H 1.1637 -0.1159 2.9308
H 1.7105 -1.8160 2.7583
H 2.6503 -0.0460 -1.9600
H 1.9297 -1.7008 -1.8167
C -2.9142 0.4544 1.2944
C -1.9919 1.6051 -2.2041
C -2.1253 0.3652 0.0284
O -0.9753 -0.0962 -0.2556
N -2.7109 1.1816 -1.0127
H -3.9751 0.5386 1.1028
H -3.6988 1.3970 -1.0347
H -0.9837 1.2390 -2.2032
H -2.8471 -0.3246 2.0682
H -2.4954 1.2990 1.8478
H -2.4730 1.2234 -3.1263
H -2.0549 2.7070 -2.3352

Partial atomic charges computed with the Löwdin method, in multiples of e: number 1, C, carries -0.090; number 2, C, carries -0.017; number 3, C, carries -0.553; number 4, O, carries 0.005; number 5, N, carries 0.013; number 6, H, carries 0.071; number 7, H, carries 0.059; number 8, H, carries 0.044; number 9, H, carries 0.070; number 10, H, carries 0.073; number 11, H, carries 0.070; number 12, H, carries 0.078; number 13, C, carries -0.112; number 14, C, carries -0.180; number 15, C, carries -0.580; number 16, O, carries -0.181; number 17, N, carries -0.081; number 18, H, carries 0.025; number 19, H, carries 0.050; number 20, H, carries 0.045; number 21, H, carries 0.047; number 22, H, carries 0.041; number 23, H, carries 0.056; number 24, H, carries 0.046

This record from OMol25 describes 2 unconnected molecules or ions with the total composition C6H14N2O2. The level of theory is ωB97M-V/def2-TZVPD.

Calculated values
- Kohn-Sham gap (eV) = 7.975
- ΔE to the lowest compared entry with this formula, charge and spin (kcal per mole) = 105.7
- lowest unoccupied orbital energy (Ha) = 0.02222
- total charge = 0

Cartesian coordinates (Å):
C 0.4987 -0.2242 -0.8147
C 0.9673 1.2277 0.8026
C 1.7932 0.0868 -1.5405
C 0.5765 -1.5389 -0.0876
C -0.7124 -0.0356 -1.6890
N -0.9496 0.2414 1.9523
C -0.4665 1.2805 0.7912
N -2.3099 -0.1940 1.8275
O 1.5959 0.6208 1.7117
O -1.3604 1.9232 0.2949
H -0.2744 -0.5266 1.9843
H -0.8352 0.7266 2.8427
H 1.4448 1.9517 0.1331
H -2.3070 -0.9408 1.1383
H -2.7877 0.5932 1.3811
H 1.7678 1.0691 -2.0167
H 1.9595 -0.6564 -2.3339
H 2.6518 0.0457 -0.8672
H 0.9782 -2.3260 -0.7380
H -0.4020 -1.8973 0.2522
H 1.2621 -1.4615 0.7667
H -0.8286 1.0052 -1.9982
H -1.6417 -0.3263 -1.1941
H -0.6203 -0.6445 -2.5986

Partial atomic charges computed with the Löwdin method, in multiples of e: number 1, C, carries -0.419; number 2, C, carries -0.344; number 3, C, carries -0.093; number 4, C, carries -0.088; number 5, C, carries -0.087; number 6, N, carries 0.047; number 7, C, carries -0.375; number 8, N, carries 0.078; number 9, O, carries -0.105; number 10, O, carries 0.048; number 11, H, carries 0.129; number 12, H, carries 0.170; number 13, H, carries 0.136; number 14, H, carries 0.079; number 15, H, carries 0.090; number 16, H, carries 0.082; number 17, H, carries 0.086; number 18, H, carries 0.086; number 19, H, carries 0.092; number 20, H, carries 0.067; number 21, H, carries 0.079; number 22, H, carries 0.084; number 23, H, carries 0.067; number 24, H, carries 0.091

This record from OMol25 describes 2 unconnected molecules or ions with the total composition C6H14N2O2. The level of theory is ωB97M-V/def2-TZVPD.

Calculated values
- Kohn-Sham gap (eV) = 9.738
- ΔE to the lowest compared entry with this formula, charge and spin (kcal per mole) = 15.3
- SMILES = CNC(C)=O.CNC(C)=O
- lowest unoccupied orbital energy (Ha) = 0.02191
- total charge = 0

Cartesian coordinates (Å):
C -2.0244 -0.6655 2.4399
C 0.8094 -1.9546 0.3253
C -0.1956 -1.9607 1.4330
O -0.3610 -2.8030 2.2895
N -0.9409 -0.7908 1.4560
H -1.0783 -0.3126 0.5760
H -1.6056 -0.9574 3.4001
H 1.4684 -1.0876 0.3380
H -2.4099 0.3411 2.3313
H -2.7972 -1.4169 2.2481
H 1.4144 -2.8598 0.3031
H 0.3127 -1.8949 -0.6485
C 1.1820 0.9092 -3.1895
C 0.4971 2.9714 -0.1512
C 0.5000 1.2002 -1.8823
O -0.6009 0.7743 -1.5966
N 1.1849 2.0536 -1.0504
H 0.5992 1.5286 -3.8873
H 2.0324 2.4360 -1.4357
H 0.8661 2.8535 0.8684
H 0.7215 4.0000 -0.4459
H 2.2208 1.2145 -3.2660
H 1.0207 -0.0993 -3.5618
H -0.5809 2.8472 -0.1599

Partial atomic charges computed with the Löwdin method, in multiples of e: number 1, C, carries -0.076; number 2, C, carries -0.012; number 3, C, carries -0.549; number 4, O, carries 0.053; number 5, N, carries -0.011; number 6, H, carries 0.098; number 7, H, carries 0.079; number 8, H, carries 0.078; number 9, H, carries 0.076; number 10, H, carries 0.082; number 11, H, carries 0.081; number 12, H, carries 0.080; number 13, C, carries 0.000; number 14, C, carries -0.072; number 15, C, carries -0.561; number 16, O, carries 0.034; number 17, N, carries 0.004; number 18, H, carries 0.097; number 19, H, carries 0.118; number 20, H, carries 0.079; number 21, H, carries 0.082; number 22, H, carries 0.074; number 23, H, carries 0.084; number 24, H, carries 0.082

Q: What is the ΔE to the lowest compared entry with this formula, charge and spin in the first record?
A: 68.0 kcal per mole

Please write out number 4 again, unchanged.
This record from OMol25 describes 2 unconnected molecules or ions with the total composition C6H14N2O2. The level of theory is ωB97M-V/def2-TZVPD.

Calculated values
- Kohn-Sham gap (eV) = 9.738
- ΔE to the lowest compared entry with this formula, charge and spin (kcal per mole) = 15.3
- SMILES = CNC(C)=O.CNC(C)=O
- lowest unoccupied orbital energy (Ha) = 0.02191
- total charge = 0

Cartesian coordinates (Å):
C -2.0244 -0.6655 2.4399
C 0.8094 -1.9546 0.3253
C -0.1956 -1.9607 1.4330
O -0.3610 -2.8030 2.2895
N -0.9409 -0.7908 1.4560
H -1.0783 -0.3126 0.5760
H -1.6056 -0.9574 3.4001
H 1.4684 -1.0876 0.3380
H -2.4099 0.3411 2.3313
H -2.7972 -1.4169 2.2481
H 1.4144 -2.8598 0.3031
H 0.3127 -1.8949 -0.6485
C 1.1820 0.9092 -3.1895
C 0.4971 2.9714 -0.1512
C 0.5000 1.2002 -1.8823
O -0.6009 0.7743 -1.5966
N 1.1849 2.0536 -1.0504
H 0.5992 1.5286 -3.8873
H 2.0324 2.4360 -1.4357
H 0.8661 2.8535 0.8684
H 0.7215 4.0000 -0.4459
H 2.2208 1.2145 -3.2660
H 1.0207 -0.0993 -3.5618
H -0.5809 2.8472 -0.1599

Partial atomic charges computed with the Löwdin method, in multiples of e: number 1, C, carries -0.076; number 2, C, carries -0.012; number 3, C, carries -0.549; number 4, O, carries 0.053; number 5, N, carries -0.011; number 6, H, carries 0.098; number 7, H, carries 0.079; number 8, H, carries 0.078; number 9, H, carries 0.076; number 10, H, carries 0.082; number 11, H, carries 0.081; number 12, H, carries 0.080; number 13, C, carries 0.000; number 14, C, carries -0.072; number 15, C, carries -0.561; number 16, O, carries 0.034; number 17, N, carries 0.004; number 18, H, carries 0.097; number 19, H, carries 0.118; number 20, H, carries 0.079; number 21, H, carries 0.082; number 22, H, carries 0.074; number 23, H, carries 0.084; number 24, H, carries 0.082